i | This record from OMol25 describes a gas-phase ion, C4H10NO (charge +2). The level of theory is ωB97M-V/def2-TZVPD.

**⟨S²⟩**: 0.76
**Spin multiplicity**: 2
**M**: 88.1 g mol⁻¹
**Total charge**: +2
**Lowest unoccupied orbital energy (alpha / beta)**: -11.1 / -14.9 eV
**Highest occupied orbital energy (alpha / beta)**: -0.7675 / -0.7657 hartree

Each line ends with the Mulliken spin population.
Element x y z (Å)
O -1.00775 -1.73486 -0.67361  0.75
C -0.11023 -1.30956 0.00218  -0.02
C -0.18568 0.14106 0.54852  0.14
C 0.73915 1.03232 -0.27315  0.00
C 2.23233 0.74317 -0.11838  0.00
N -1.61323 0.66252 0.34912  0.00
H 0.65839 -2.05988 0.24261  0.08
H 0.06265 0.10503 1.60298  -0.01
H 0.47664 0.96648 -1.33319  0.00
H 0.59253 2.08352 0.02635  0.03
H 2.56602 0.08020 -0.91647  0.01
H 2.55525 0.40118 0.87327  0.00
H 2.83922 1.64674 -0.13237  0.01
H -2.08846 0.67489 1.26477  0.00
H -1.59991 1.66181 0.09904  0.00
H -2.19545 0.23177 -0.37585  0.00


ii | This record from OMol25 describes 2 unconnected molecules or ions with the total composition C4H10NO. The level of theory is ωB97M-V/def2-TZVPD.

**⟨S²⟩**: 0.75
**Spin multiplicity**: 2
**M**: 88.1 g mol⁻¹
**Total charge**: +2
**Lowest unoccupied orbital energy (alpha / beta)**: -11.1 / -13.8 eV
**Highest occupied orbital energy (alpha / beta)**: -0.7217 / -0.7209 hartree

Each line ends with the Mulliken spin population.
Element x y z (Å)
C 1.35716 0.61045 1.50987  0.03
C 0.63076 -0.10004 0.46913  0.42
C 1.04512 -1.19771 -0.28884  0.34
C -1.13783 1.47603 0.45717  0.06
N -0.73077 0.27490 0.16678  -0.01
H 0.89219 0.75845 2.50294  0.01
H 2.23029 0.09145 1.85146  0.00
H 1.66802 1.57164 1.04080  0.08
H 0.21279 -1.87005 -0.73765  0.03
H 2.02795 -1.75514 -0.08713  0.02
H -2.27367 1.61361 0.48241  0.00
H -0.23714 2.16933 0.60561  0.00
H -1.41228 -0.47738 0.09140  0.01
H -1.06011 -0.96386 -3.37449  0.00
H -2.04176 -1.23878 -2.29623  0.00
O -1.17071 -0.96291 -2.39322  0.01


Least stable: ii